{
  "formula": "C58H120N6O10Pt",
  "method": "wB97M-V/def2-TZVPD",
  "species": ["Pt", "C", "C", "O", "O", "H", "H", "H", "C", "C", "O", "O", "H", "H", "H", "C", "C", "C", "C", "C", "C", "N", "O", "C", "C", "C", "H", "H", "H", "H", "H", "H", "H", "H", "H", "H", "H", "H", "H", "H", "H", "H", "H", "H", "H", "C", "C", "C", "C", "C", "C", "N", "O", "C", "C", "C", "H", "H", "H", "H", "H", "H", "H", "H", "H", "H", "H", "H", "H", "H", "H", "H", "H", "H", "H", "C", "C", "C", "C", "C", "C", "N", "O", "C", "C", "C", "H", "H", "H", "H", "H", "H", "H", "H", "H", "H", "H", "H", "H", "H", "H", "H", "H", "H", "H", "C", "C", "C", "C", "C", "C", "N", "O", "C", "C", "C", "H", "H", "H", "H", "H", "H", "H", "H", "H", "H", "H", "H", "H", "H", "H", "H", "H", "H", "H", "C", "C", "C", "C", "C", "C", "N", "O", "C", "C", "C", "H", "H", "H", "H", "H", "H", "H", "H", "H", "H", "H", "H", "H", "H", "H", "H", "H", "H", "H", "C", "C", "C", "C", "C", "C", "N", "O", "C", "C", "C", "H", "H", "H", "H", "H", "H", "H", "H", "H", "H", "H", "H", "H", "H", "H", "H", "H", "H", "H"],
  "positions_angstrom": [[-0.91, 1.10, -0.01], [-2.22, -2.49, 1.34], [-1.65, -1.23, 0.86], [-0.73, -0.75, 1.55], [-2.08, -0.68, -0.24], [-2.67, -2.98, 0.50], [-3.05, -2.25, 1.98], [-1.60, -3.11, 1.99], [0.22, 1.75, -3.87], [-0.20, 1.60, -2.44], [-1.29, 2.10, -2.08], [0.56, 0.91, -1.63], [1.23, 2.08, -3.90], [-0.49, 2.48, -4.28], [0.05, 0.76, -4.33], [-1.55, -4.56, -3.37], [-0.60, -3.35, -3.35], [0.12, -3.30, -2.03], [1.17, -4.37, -1.90], [2.17, -4.32, -3.04], [1.52, -4.34, -4.40], [0.49, -3.19, -4.33], [-0.13, -3.29, -5.58], [2.49, -3.86, -5.41], [0.92, -5.76, -4.86], [-1.47, -2.14, -3.49], [-2.21, -4.50, -2.51], [-1.08, -5.54, -3.27], [-2.20, -4.58, -4.25], [0.62, -2.33, -2.01], [-0.68, -3.37, -1.27], [0.75, -5.38, -1.94], [1.72, -4.20, -0.97], [2.84, -5.20, -2.90], [2.85, -3.43, -3.01], [1.99, -3.88, -6.38], [2.79, -2.82, -5.26], [3.46, -4.40, -5.53], [1.61, -6.17, -5.61], [0.90, -6.51, -4.04], [-0.04, -5.76, -5.33], [-2.26, -2.09, -2.72], [-1.85, -2.06, -4.51], [-0.92, -1.22, -3.36], [0.17, -2.57, -6.15], [-7.09, 1.23, 1.50], [-6.67, 0.26, 0.44], [-7.89, -0.30, -0.31], [-7.69, -0.84, -1.70], [-7.00, 0.28, -2.51], [-5.68, 0.70, -1.84], [-5.89, 1.09, -0.45], [-4.60, 1.24, 0.06], [-4.65, -0.47, -2.05], [-5.12, 1.89, -2.60], [-5.94, -0.94, 1.16], [-7.59, 0.75, 2.39], [-7.70, 2.01, 1.02], [-6.13, 1.73, 1.74], [-8.36, -1.06, 0.30], [-8.69, 0.45, -0.47], [-8.62, -1.07, -2.22], [-7.12, -1.80, -1.77], [-7.67, 1.12, -2.59], [-6.79, -0.07, -3.53], [-4.87, -1.46, -1.61], [-4.62, -0.64, -3.14], [-3.64, -0.19, -1.77], [-4.07, 2.10, -2.32], [-5.06, 1.61, -3.67], [-5.71, 2.81, -2.43], [-5.19, -0.59, 1.91], [-5.43, -1.70, 0.58], [-6.73, -1.51, 1.69], [-4.15, 0.36, -0.11], [-1.66, 1.24, 7.20], [-1.86, 0.80, 5.71], [-2.82, -0.39, 5.61], [-4.31, 0.04, 5.75], [-4.63, 1.08, 4.69], [-3.74, 2.31, 4.89], [-2.35, 1.92, 4.86], [-1.49, 3.05, 4.99], [-3.98, 3.26, 3.75], [-4.20, 3.10, 6.21], [-0.52, 0.41, 5.13], [-0.95, 2.06, 7.29], [-1.19, 0.50, 7.81], [-2.60, 1.60, 7.67], [-2.63, -0.96, 4.71], [-2.66, -1.06, 6.47], [-4.41, 0.41, 6.77], [-5.00, -0.79, 5.66], [-5.64, 1.44, 4.90], [-4.55, 0.67, 3.68], [-3.46, 2.91, 2.88], [-5.05, 3.46, 3.49], [-3.63, 4.28, 3.93], [-5.01, 3.82, 6.04], [-4.50, 2.51, 7.09], [-3.42, 3.72, 6.67], [-0.65, -0.06, 4.17], [0.06, -0.28, 5.77], [0.05, 1.29, 4.94], [-1.33, 3.02, 5.95], [3.62, -1.20, -0.35], [3.97, -2.22, 0.71], [5.13, -1.72, 1.62], [5.35, -2.65, 2.83], [4.05, -2.81, 3.60], [2.77, -3.00, 2.79], [2.77, -2.20, 1.62], [1.64, -2.59, 0.83], [2.63, -4.52, 2.56], [1.62, -2.62, 3.73], [4.31, -3.61, 0.06], [4.38, -1.04, -1.07], [3.31, -0.32, 0.18], [2.75, -1.52, -0.94], [6.04, -1.80, 1.00], [4.95, -0.73, 1.99], [6.14, -2.19, 3.41], [5.65, -3.63, 2.43], [3.92, -1.90, 4.19], [4.14, -3.67, 4.23], [2.75, -5.08, 3.50], [1.66, -4.80, 2.12], [3.39, -4.88, 1.86], [0.64, -2.85, 3.27], [1.76, -3.14, 4.66], [1.53, -1.54, 3.90], [3.49, -4.05, -0.46], [4.67, -4.42, 0.66], [5.11, -3.37, -0.68], [1.05, -1.83, 0.87], [3.51, -0.42, -3.82], [4.47, 0.71, -3.66], [4.01, 1.68, -2.53], [5.09, 2.62, -2.05], [6.32, 1.85, -1.68], [6.84, 0.98, -2.78], [5.76, 0.12, -3.22], [6.15, -0.61, -4.34], [7.57, 1.87, -3.81], [7.95, 0.04, -2.20], [4.54, 1.46, -5.01], [3.40, -0.75, -4.86], [2.45, -0.14, -3.62], [3.77, -1.23, -3.14], [3.16, 2.21, -2.92], [3.66, 1.04, -1.73], [4.69, 3.13, -1.19], [5.38, 3.39, -2.82], [6.06, 1.22, -0.79], [7.03, 2.66, -1.44], [7.01, 2.78, -4.07], [8.53, 2.14, -3.36], [7.71, 1.35, -4.77], [7.46, -0.64, -1.49], [8.43, -0.50, -3.01], [8.75, 0.52, -1.66], [4.68, 0.84, -5.90], [5.26, 2.28, -5.00], [3.54, 1.93, -5.16], [6.25, -1.53, -4.08], [-1.24, 5.41, 1.58], [-1.17, 4.29, 0.58], [-0.46, 4.72, -0.71], [0.99, 4.94, -0.47], [1.64, 3.62, -0.07], [1.10, 3.09, 1.25], [-0.40, 3.09, 1.09], [-1.02, 2.71, 2.33], [1.57, 1.70, 1.62], [1.49, 4.00, 2.40], [-2.64, 3.97, 0.30], [-2.18, 5.93, 1.37], [-0.42, 6.11, 1.48], [-1.35, 5.07, 2.64], [-0.63, 3.95, -1.46], [-1.09, 5.57, -1.06], [1.14, 5.75, 0.23], [1.48, 5.35, -1.34], [2.73, 3.78, -0.05], [1.36, 2.95, -0.87], [0.94, 1.25, 2.39], [1.66, 0.93, 0.83], [2.57, 1.75, 2.07], [2.60, 3.99, 2.43], [1.16, 5.03, 2.31], [1.18, 3.64, 3.40], [-2.87, 3.00, -0.12], [-2.98, 4.65, -0.47], [-3.26, 4.12, 1.17], [-0.80, 3.36, 3.06]],
  "s_squared": 2.005,
  "spin_multiplicity": 3,
  "lumo_energy_ev": [0.45, -0.52],
  "max_force_ev_per_a": 2.5
}

***

{
  "formula": "H3O6P2",
  "method": "wB97M-V/def2-TZVPD",
  "species": ["O", "O", "O", "O", "O", "O", "P", "P", "H", "H", "H"],
  "positions_angstrom": [[2.54, 0.08, -1.41], [3.42, -1.13, 0.58], [2.23, 1.08, 0.99], [-1.40, -1.63, -0.07], [-0.20, 0.13, 1.16], [-0.09, 0.10, -1.31], [2.52, -0.12, 0.07], [0.06, -0.86, -0.09], [-2.19, -1.24, -0.37], [0.57, 0.70, 1.13], [0.89, 0.48, -1.36]],
  "charge": -1,
  "lumo_energy_ev": 3.26,
  "max_force_ev_per_a": 3.8
}

***

{
  "formula": "C7H14BNO2",
  "method": "wB97M-V/def2-TZVPD",
  "species": ["B", "C", "C", "C", "C", "C", "C", "C", "N", "O", "O", "H", "H", "H", "H", "H", "H", "H", "H", "H", "H", "H", "H", "H", "H"],
  "positions_angstrom": [[2.20, -0.03, -0.13], [-1.59, 1.18, 0.13], [-2.24, -1.64, -0.65], [1.10, 2.28, -0.94], [-0.98, -0.46, 1.98], [-0.86, -1.05, -0.51], [1.24, 1.22, 0.12], [-0.85, 0.05, 0.56], [-1.92, 2.22, -0.30], [2.62, -0.75, 0.95], [2.30, -0.45, -1.43], [-2.47, -1.91, 0.39], [-2.95, -0.94, -0.89], [-2.15, -2.56, -1.21], [0.05, 2.52, -1.25], [1.45, 3.18, -0.48], [1.65, 2.06, -1.83], [-1.05, 0.42, 2.50], [-2.02, -0.89, 1.99], [-0.22, -1.14, 2.41], [-0.19, -1.87, -0.18], [-0.57, -0.62, -1.41], [1.20, 1.65, 1.14], [3.44, -1.20, 0.77], [2.80, -1.27, -1.72]],
  "lumo_energy_ev": [-0.05, -0.05],
  "max_force_ev_per_a": 3.6
}

***

{
  "formula": "C5H6O2",
  "method": "wB97M-V/def2-TZVPD",
  "species": ["C", "C", "O", "C", "C", "C", "O", "H", "H", "H", "H", "H", "H"],
  "positions_angstrom": [[-0.16, -1.39, 0.45], [1.27, -1.30, 0.15], [2.04, -2.17, -0.11], [1.64, 0.27, -0.04], [0.54, 1.25, -0.41], [2.91, 0.56, 0.03], [4.03, 0.81, 0.17], [-0.44, -2.46, 0.45], [-0.59, -1.15, -0.52], [-0.45, -0.73, 1.23], [0.91, 2.09, -0.89], [0.08, 1.50, 0.53], [-0.39, 0.86, -1.08]],
  "lumo_energy_ev": 0.56,
  "max_force_ev_per_a": 3.6,
  "smiles": "CC(=O)C(C)=C=O"
}

***

{
  "formula": "C4H13NO",
  "method": "wB97M-V/def2-TZVPD",
  "species": ["C", "C", "C", "C", "N", "H", "H", "H", "H", "H", "H", "H", "H", "H", "H", "H", "O", "H", "H"],
  "positions_angstrom": [[-2.37, -0.27, 0.14], [-1.17, -0.34, -0.88], [0.03, -1.05, -0.22], [1.33, -0.58, -0.88], [2.00, 0.48, -0.12], [-1.98, 0.32, 0.97], [-3.21, 0.18, -0.38], [-2.59, -1.25, 0.56], [-1.00, 0.72, -1.03], [-1.42, -0.91, -1.77], [-0.11, -2.11, -0.06], [0.11, -0.64, 0.79], [2.07, -1.37, -1.08], [1.15, -0.18, -1.88], [2.77, 0.16, 0.45], [2.27, 1.28, -0.65], [0.38, 1.74, 2.07], [0.88, 2.28, 2.70], [0.86, 1.54, 1.26]],
  "lumo_energy_ev": 0.99,
  "max_force_ev_per_a": 2.3,
  "smiles": "CCCCN.O"
}

***

{
  "formula": "C5H26N2O6S",
  "method": "wB97M-V/def2-TZVPD",
  "species": ["C", "N", "C", "C", "N", "C", "C", "S", "H", "H", "H", "H", "H", "H", "H", "H", "H", "H", "H", "H", "H", "H", "O", "H", "H", "O", "H", "H", "O", "H", "H", "O", "H", "H", "O", "H", "H", "O", "H", "H"],
  "positions_angstrom": [[-1.84, 0.97, 1.52], [-1.60, 1.10, 0.07], [-0.35, 0.57, -0.37], [-0.62, 0.17, -1.83], [-1.77, -0.64, -2.23], [0.64, -0.52, -2.38], [1.98, 0.09, -2.67], [3.20, -0.21, -1.38], [-2.27, 0.01, 1.69], [-1.07, 0.96, 2.24], [-2.71, 1.64, 1.64], [-1.69, 2.14, -0.24], [-0.21, -0.36, 0.17], [0.61, 1.10, -0.13], [-0.74, 1.02, -2.62], [-1.94, -1.49, -1.67], [-2.57, -0.03, -2.22], [0.63, -1.53, -1.84], [0.47, -0.93, -3.34], [2.55, -0.33, -3.53], [1.81, 1.17, -2.88], [3.79, -1.35, -1.76], [-1.59, 4.37, 0.78], [-0.76, 3.92, 0.92], [-1.59, 4.38, -0.20], [-3.86, -1.72, 1.37], [-3.78, -2.55, 1.78], [-3.07, -1.32, 1.02], [1.31, -1.53, 1.92], [1.21, -0.54, 2.07], [2.05, -1.48, 1.33], [-1.34, -3.54, -0.87], [-2.18, -3.58, -0.44], [-0.73, -3.05, -0.32], [0.04, -0.34, 4.59], [0.59, -1.02, 4.18], [-0.52, 0.02, 3.89], [2.91, 1.73, 1.03], [3.55, 2.42, 1.24], [2.64, 1.86, 0.10]],
  "lumo_energy_ev": 0.04,
  "max_force_ev_per_a": 4.2,
  "smiles": "CNC[C@H](N)CCS.O.O.O.O.O.O"
}

***

{
  "formula": "C13H22N2O3S",
  "method": "wB97M-V/def2-TZVPD",
  "species": ["O", "O", "O", "C", "C", "C", "N", "N", "C", "C", "C", "C", "C", "C", "C", "C", "C", "C", "S", "H", "H", "H", "H", "H", "H", "H", "H", "H", "H", "H", "H", "H", "H", "H", "H", "H", "H", "H", "H", "H", "H"],
  "positions_angstrom": [[-1.33, -0.53, -0.98], [1.00, -0.18, 1.49], [-0.21, -1.70, 3.07], [-0.64, -1.31, -0.40], [-2.30, 0.57, 3.55], [-1.56, 0.52, 2.37], [0.57, -1.91, -0.84], [-1.16, -1.56, 0.76], [-3.30, 1.67, 3.95], [-1.75, 1.62, 1.41], [-3.67, 2.60, 2.75], [-2.39, 2.94, 2.00], [3.73, -0.73, -3.14], [2.87, -1.84, -3.61], [2.92, 0.43, -2.64], [1.98, -2.48, -2.56], [2.06, -0.15, -1.53], [1.20, -1.35, -2.00], [-0.30, -0.77, 1.95], [-2.16, -0.25, 4.28], [1.00, -2.69, -0.37], [-2.14, -1.24, 0.79], [-4.18, 1.23, 4.37], [-2.78, 2.17, 4.79], [-2.41, 1.13, 0.63], [-0.89, 1.90, 0.81], [-4.11, 3.47, 3.23], [-4.36, 2.17, 1.99], [-1.63, 3.48, 2.62], [-2.63, 3.75, 1.25], [4.42, -1.06, -2.40], [4.23, -0.46, -4.00], [3.37, -2.69, -3.93], [2.13, -1.53, -4.47], [2.34, 0.98, -3.40], [3.65, 1.12, -2.18], [1.27, -3.32, -2.99], [2.70, -3.00, -1.92], [2.63, -0.54, -0.72], [1.39, 0.60, -1.15], [0.49, -1.06, -2.82]],
  "lumo_energy_ev": 0.60,
  "max_force_ev_per_a": 6.3
}

***

{
  "formula": "C9H7N4O5P",
  "method": "wB97M-V/def2-TZVPD",
  "species": ["O", "C", "O", "C", "N", "N", "C", "P", "O", "O", "O", "N", "N", "C", "C", "C", "C", "C", "C", "H", "H", "H", "H", "H", "H", "H"],
  "positions_angstrom": [[1.57, -1.77, 3.24], [1.59, -1.47, 1.91], [2.78, -0.76, 1.34], [2.13, 0.39, 0.61], [1.50, 1.35, 1.46], [0.91, 2.32, 0.82], [1.00, 2.22, -0.60], [0.05, 3.64, -1.55], [0.01, 3.33, -3.14], [0.78, 5.21, -1.22], [-1.61, 3.63, -0.94], [1.66, 1.29, -1.46], [2.26, 0.32, -0.82], [0.28, -1.95, 1.05], [0.23, -3.57, 0.61], [-1.09, -4.08, -0.23], [-2.34, -3.07, -0.68], [-2.29, -1.48, -0.28], [-0.99, -0.97, 0.60], [0.57, 5.38, -0.23], [-1.60, 3.49, 0.07], [1.13, -4.27, 0.92], [-1.15, -5.22, -0.51], [-3.28, -3.44, -1.28], [-3.15, -0.72, -0.60], [-0.94, 0.18, 0.91]],
  "lumo_energy_ev": -2.13,
  "max_force_ev_per_a": 9.6,
  "smiles": "O=C(Oc1nnc(P(=O)(O)O)nn1)c1ccccc1"
}

***

{
  "formula": "C5H8BN",
  "method": "wB97M-V/def2-TZVPD",
  "species": ["B", "C", "C", "C", "C", "C", "N", "H", "H", "H", "H", "H", "H", "H", "H"],
  "positions_angstrom": [[0.34, 0.03, 1.57], [-1.88, -0.84, -0.52], [-0.79, -1.12, -1.07], [0.31, 1.08, -0.61], [-0.38, 1.13, 0.78], [0.62, -0.40, -0.73], [0.93, -0.80, 0.59], [0.37, 0.04, 2.76], [-2.43, -0.04, 0.01], [-0.49, -2.08, -1.48], [-0.22, 1.56, -1.41], [1.34, 1.45, -0.54], [-0.86, 1.93, 1.34], [1.36, -0.56, -1.49], [1.77, -1.38, 0.81]],
  "lumo_energy_ev": [0.12, -0.21],
  "max_force_ev_per_a": 4.2
}

***

{
  "formula": "C3H10O2",
  "method": "wB97M-V/def2-TZVPD",
  "species": ["C", "C", "C", "O", "H", "H", "H", "H", "H", "H", "H", "H", "O", "H", "H"],
  "positions_angstrom": [[1.70, 1.39, -1.01], [1.08, 0.24, -0.17], [-0.16, -0.27, -0.82], [-0.69, -1.40, -0.13], [1.58, 2.41, -0.64], [2.81, 1.42, -1.01], [1.45, 1.25, -2.06], [0.93, 0.62, 0.83], [1.87, -0.52, -0.16], [-0.01, -0.60, -1.86], [-1.01, 0.44, -0.74], [-0.22, -2.21, -0.32], [-1.67, -0.02, 1.95], [-2.38, -0.49, 1.49], [-2.02, 0.83, 2.22]],
  "lumo_energy_ev": 0.94,
  "max_force_ev_per_a": 2.4,
  "smiles": "CCCO.O"
}

***

{
  "formula": "C4H9NO3",
  "method": "wB97M-V/def2-TZVPD",
  "species": ["C", "C", "C", "O", "N", "C", "O", "O", "H", "H", "H", "H", "H", "H", "H", "H", "H"],
  "positions_angstrom": [[1.42, -0.78, -0.18], [0.38, 0.02, 0.77], [0.64, 1.48, 0.67], [0.22, 1.97, -0.56], [-0.97, -0.54, 0.68], [-1.43, -0.99, -0.50], [-0.98, -1.41, -1.60], [-2.80, -0.65, -0.49], [2.30, -1.25, 0.19], [1.16, -1.59, -0.87], [1.79, -0.02, -0.95], [0.81, -0.26, 1.86], [1.66, 1.65, 0.71], [-0.06, 2.10, 1.33], [0.64, 1.45, -1.25], [-1.59, -0.09, 1.41], [-3.19, -1.09, -1.22]],
  "lumo_energy_ev": 0.70,
  "max_force_ev_per_a": 6.0,
  "smiles": "C[C@@H](CO)NC(=O)O"
}

***

Copy entry 8 word for word.
{
  "formula": "C9H7N4O5P",
  "method": "wB97M-V/def2-TZVPD",
  "species": ["O", "C", "O", "C", "N", "N", "C", "P", "O", "O", "O", "N", "N", "C", "C", "C", "C", "C", "C", "H", "H", "H", "H", "H", "H", "H"],
  "positions_angstrom": [[1.57, -1.77, 3.24], [1.59, -1.47, 1.91], [2.78, -0.76, 1.34], [2.13, 0.39, 0.61], [1.50, 1.35, 1.46], [0.91, 2.32, 0.82], [1.00, 2.22, -0.60], [0.05, 3.64, -1.55], [0.01, 3.33, -3.14], [0.78, 5.21, -1.22], [-1.61, 3.63, -0.94], [1.66, 1.29, -1.46], [2.26, 0.32, -0.82], [0.28, -1.95, 1.05], [0.23, -3.57, 0.61], [-1.09, -4.08, -0.23], [-2.34, -3.07, -0.68], [-2.29, -1.48, -0.28], [-0.99, -0.97, 0.60], [0.57, 5.38, -0.23], [-1.60, 3.49, 0.07], [1.13, -4.27, 0.92], [-1.15, -5.22, -0.51], [-3.28, -3.44, -1.28], [-3.15, -0.72, -0.60], [-0.94, 0.18, 0.91]],
  "lumo_energy_ev": -2.13,
  "max_force_ev_per_a": 9.6,
  "smiles": "O=C(Oc1nnc(P(=O)(O)O)nn1)c1ccccc1"
}